No. 1
{"formula": "C11H25Br3O14S4", "method": "wB97M-V/def2-TZVPD", "e_lumo_ev": -0.19, "homo_lumo_gap_ev": 10.13, "total_charge": 0, "symbols": ["O", "S", "O", "O", "C", "C", "C", "H", "H", "H", "H", "H", "H", "H", "H", "O", "S", "O", "O", "C", "C", "C", "H", "H", "H", "H", "H", "H", "H", "H", "C", "Br", "Br", "Br", "H", "C", "C", "O", "S", "O", "O", "O", "H", "H", "H", "H", "C", "C", "O", "S", "O", "O", "O", "H", "H", "H", "H"], "positions_angstrom": [[8.8524, 4.5375, -4.2071], [8.9721, 4.0536, -2.8618], [9.4051, 2.6836, -2.6217], [9.9888, 5.0472, -2.0436], [10.1115, 6.3859, -2.5489], [11.0471, 7.2780, -1.6610], [7.3819, 4.3639, -1.9712], [9.1103, 6.8020, -2.6614], [10.4740, 6.2632, -3.5695], [12.0647, 6.8996, -1.5647], [10.7262, 7.5816, -0.6645], [11.1955, 8.2878, -2.0437], [6.8110, 3.5730, -2.4577], [7.0495, 5.3798, -2.1845], [7.6250, 4.0854, -0.9458], [18.6270, 16.5722, -6.7105], [17.9784, 16.0225, -7.8680], [16.6581, 16.4511, -8.2638], [18.9681, 16.1174, -9.1690], [20.2999, 15.7195, -8.9328], [21.1232, 16.9273, -8.7946], [17.8436, 14.1178, -7.6295], [20.5133, 15.4524, -9.9678], [20.6553, 14.8692, -8.3508], [21.0466, 17.6182, -9.6342], [22.1452, 16.5567, -8.8733], [21.0054, 17.4736, -7.8588], [16.9770, 13.9503, -6.9898], [18.7416, 13.6550, -7.2202], [17.7338, 13.6213, -8.5936], [0.8779, -2.6443, -1.4009], [0.5811, -1.6126, 0.2650], [0.4026, -4.4876, -1.0324], [2.7899, -2.6518, -1.7742], [0.3882, -2.1754, -2.2544], [16.7380, 9.5307, 4.8007], [17.7910, 10.2518, 5.5108], [17.9233, 11.4338, 4.6284], [17.7716, 11.0991, 3.0596], [19.0864, 11.0303, 2.3782], [16.6328, 11.8302, 2.4613], [17.1927, 9.6138, 3.4598], [15.7696, 10.0215, 4.8977], [16.6306, 8.5048, 5.1530], [18.6955, 9.6435, 5.5029], [17.3811, 10.5269, 6.4826], [12.7127, 2.8570, -9.4888], [13.4972, 2.6970, -8.1110], [14.6889, 3.3232, -8.3506], [14.6034, 4.7201, -9.2408], [15.7365, 4.8501, -10.2309], [14.1649, 5.9410, -8.5373], [13.1964, 4.1499, -9.9600], [11.6386, 2.7792, -9.3202], [12.9746, 2.1996, -10.3178], [13.7146, 1.6780, -7.7911], [13.1164, 3.0198, -7.1420]], "mulliken_charge": [-0.598, 1.091, -0.594, -0.296, -0.140, -1.251, -0.841, 0.296, 0.327, 0.313, 0.335, 0.386, 0.332, 0.328, 0.312, -0.579, 1.166, -0.589, -0.304, -0.293, -1.009, -0.952, 0.275, 0.333, 0.286, 0.337, 0.301, 0.354, 0.334, 0.340, -0.332, -0.019, 0.001, -0.014, 0.364, -0.356, -0.259, -0.327, 1.081, -0.498, -0.515, -0.336, 0.292, 0.324, 0.280, 0.313, -0.210, -0.311, -0.309, 1.093, -0.501, -0.505, -0.354, 0.277, 0.260, 0.275, 0.286]}



No. 2
{"formula": "C11H25Cl2IrN2OP2", "method": "wB97M-V/def2-TZVPD", "e_lumo_ev": [-8.99, -15.59], "homo_lumo_gap_ev": [9.54, 4.42], "spin_multiplicity": 6, "total_charge": 3, "symbols": ["C", "C", "H", "H", "H", "O", "Cl", "Ir", "P", "C", "C", "H", "H", "H", "H", "H", "H", "C", "H", "H", "H", "P", "C", "C", "H", "H", "H", "C", "H", "H", "H", "H", "H", "H", "Cl", "N", "C", "C", "C", "N", "H", "H", "H", "H"], "positions_angstrom": [[4.2558, -2.7148, -2.6908], [3.0679, -2.0420, -2.0995], [4.3742, -2.2492, -3.6684], [4.0706, -3.7912, -2.8129], [5.1556, -2.5475, -2.0907], [2.3545, -1.2290, -2.6527], [2.7491, -2.5455, -0.4060], [0.1134, -0.6965, 0.8979], [-1.1291, -1.5546, -0.7548], [-2.1811, -0.5017, -1.8087], [-0.2212, -2.4735, -2.0151], [-0.9326, -3.0107, -2.6551], [-2.5870, -3.4986, -0.7883], [0.4847, -3.1650, -1.5513], [-1.4304, -3.5301, 0.5841], [-1.5238, -0.0812, -2.5786], [0.3266, -1.7294, -2.5951], [-2.1237, -2.9032, 0.0082], [-2.9500, -1.1130, -2.2963], [-2.9061, -2.5340, 0.6809], [-2.6613, 0.3138, -1.2585], [1.3452, 1.1401, 0.7641], [0.7638, 2.7249, 0.0564], [2.0896, 1.4606, 2.4389], [3.0925, -0.2724, -0.0162], [3.6474, 1.4335, 0.1734], [2.6019, 0.9373, -1.2381], [2.8346, 0.7832, -0.1814], [2.3593, 0.4905, 2.8736], [2.9972, 2.0631, 2.3109], [1.3721, 3.5613, 0.4307], [-0.2952, 2.9149, 0.2742], [1.4238, 1.9832, 3.1384], [0.9052, 2.6439, -1.0299], [1.1770, -2.3291, 2.0493], [-1.3582, 1.4237, 2.5328], [-2.5553, 1.9942, 2.7421], [-3.5002, 1.1768, 2.1475], [-2.8059, 0.1255, 1.5504], [-1.4644, 0.2923, 1.7901], [-0.4641, 1.8650, 2.7514], [-2.6457, 2.9306, 3.2628], [-4.5644, 1.3152, 2.0949], [-3.1704, -0.6898, 0.9364]], "mulliken_charge": [-1.129, 0.887, 0.379, 0.349, 0.358, -0.389, -0.057, 1.346, 0.592, -1.180, -1.270, 0.521, 0.455, 0.313, 0.400, 0.424, 0.388, -1.164, 0.450, 0.385, 0.409, 0.445, -1.109, -1.345, 0.099, 0.482, 0.417, -0.990, 0.400, 0.445, 0.423, 0.347, 0.444, 0.419, -0.120, 0.132, -0.039, -1.084, -0.082, -0.264, 0.079, 0.500, 0.429, 0.506]}



No. 3
{"formula": "C11H25Cl6F3O4SSi2", "method": "wB97M-V/def2-TZVPD", "e_above_lowest_ev": 0.000, "e_lumo_ev": 0.33, "homo_lumo_gap_ev": 10.37, "total_charge": 0, "symbols": ["C", "C", "C", "O", "C", "Si", "O", "Si", "S", "O", "O", "C", "F", "F", "F", "H", "H", "H", "H", "H", "H", "H", "H", "H", "H", "H", "H", "H", "Cl", "C", "C", "Cl", "H", "H", "H", "H", "Cl", "C", "C", "Cl", "H", "H", "H", "H", "Cl", "C", "C", "Cl", "H", "H", "H", "H"], "positions_angstrom": [[1.1890, 1.6100, -3.3330], [2.0856, 2.3849, -2.3793], [1.8390, 2.0443, -0.9078], [2.6815, 0.9984, -0.4356], [3.8919, 1.4330, 0.1497], [4.9090, -0.0782, 0.5967], [5.5125, 0.2011, 2.1445], [5.9830, -0.9416, 3.1982], [7.8612, -1.9292, 2.5338], [8.0640, -3.0588, 3.4138], [7.8133, -2.1122, 1.0986], [9.2916, -0.7562, 2.8155], [10.2666, -1.0832, 1.9959], [9.7132, -0.8236, 4.0646], [8.8822, 0.4866, 2.5633], [1.3897, 0.5380, -3.2759], [0.1334, 1.7757, -3.1097], [1.3585, 1.9157, -4.3680], [1.9588, 3.4635, -2.5152], [3.1364, 2.1620, -2.5862], [0.8143, 1.7040, -0.7539], [1.9988, 2.9375, -0.2900], [4.4580, 2.1001, -0.5137], [3.6956, 2.0054, 1.0700], [4.0956, -1.3091, 0.5747], [6.0455, -0.2294, -0.3290], [5.0731, -2.0892, 3.3040], [6.2107, -0.3389, 4.5185], [-1.7836, 0.5313, -0.6016], [-1.4741, -0.4238, 0.8708], [-0.0177, -0.7901, 1.0070], [0.4975, -1.9455, -0.2468], [-2.1046, -1.3082, 0.8227], [-1.7844, 0.1846, 1.7185], [0.1432, -1.2696, 1.9712], [0.6283, 0.0817, 0.9316], [-3.7465, -2.4010, -1.3775], [-5.3578, -1.9031, -1.9521], [-5.8906, -0.7331, -1.1705], [-6.2666, -1.1744, 0.5211], [-6.0190, -2.7626, -1.8841], [-5.2530, -1.6184, -2.9973], [-6.8178, -0.3846, -1.6227], [-5.1772, 0.0862, -1.1417], [-9.3183, 2.0596, -1.4194], [-10.3929, 0.9636, -0.5097], [-9.7441, -0.3712, -0.2595], [-9.5301, -1.3030, -1.7681], [-11.3158, 0.8610, -1.0739], [-10.6095, 1.4445, 0.4422], [-10.3718, -0.9713, 0.3966], [-8.7649, -0.2550, 0.1959]], "mulliken_charge": [-1.113, -0.264, -0.239, -0.124, -0.614, 0.227, -0.043, 0.289, 0.982, -0.625, -0.615, 0.686, -0.211, -0.207, -0.224, 0.287, 0.235, 0.380, 0.334, 0.192, -0.077, 0.426, 0.375, 0.342, -0.089, -0.109, -0.086, -0.108, -0.187, -0.453, -0.199, -0.185, 0.298, 0.326, 0.366, 0.019, -0.162, -0.515, -0.219, -0.228, 0.323, 0.319, 0.181, 0.302, -0.185, -0.397, -0.321, -0.183, 0.315, 0.292, 0.355, 0.131]}



No. 4
{"formula": "C11H25IN4O7PS2", "method": "wB97M-V/def2-TZVPD", "e_lumo_ev": -3.81, "homo_lumo_gap_ev": 8.29, "total_charge": 1, "symbols": ["C", "C", "O", "O", "C", "O", "C", "N", "S", "C", "N", "N", "C", "C", "C", "I", "P", "N", "O", "H", "H", "H", "H", "H", "H", "H", "H", "H", "H", "H", "H", "H", "H", "H", "H", "H", "O", "S", "O", "O", "C", "C", "C", "H", "H", "H", "H", "H", "H", "H", "H"], "positions_angstrom": [[0.4330, 3.1766, -1.1487], [1.2553, 3.8843, -0.1367], [1.9848, 4.7729, -0.3602], [1.1384, 3.4465, 1.2380], [1.4797, 2.1831, 1.4544], [2.3136, 1.5967, 0.8144], [0.8272, 1.4698, 2.6282], [-0.5727, 1.0587, 2.4294], [-1.6655, 2.2703, 1.8130], [-0.9916, -0.1551, 2.7430], [-0.0939, -1.0511, 3.2848], [-2.3125, -0.4865, 2.5583], [-2.5012, -1.7142, 1.7406], [-2.7100, -1.3453, 0.2528], [-1.4295, -1.4491, -0.5829], [-4.2659, -2.5912, -0.5413], [-3.3243, -0.4695, 4.0944], [-2.2912, 0.1751, 5.2673], [-3.3061, -2.0224, 4.5556], [0.6011, 3.6448, -2.1096], [0.7309, 2.1322, -1.2350], [-0.6208, 3.1798, -0.8839], [1.4572, 0.6092, 2.7961], [0.8829, 2.0808, 3.5315], [-2.4481, 1.4746, 1.0771], [0.7117, -1.2361, 2.6953], [-0.5496, -1.9247, 3.5173], [-3.3538, -2.2861, 2.0881], [-1.6293, -2.3662, 1.7778], [-3.1288, -0.3459, 0.2205], [-1.4208, -2.3524, -1.1800], [-1.3435, -0.5856, -1.2379], [-0.5424, -1.4382, 0.0532], [-1.3714, -0.2555, 5.3324], [-2.2119, 1.1827, 5.1911], [-2.7661, -2.1687, 5.3459], [1.0546, -1.4418, -2.3324], [1.8708, -0.4138, -2.9167], [1.2383, 0.7271, -3.5066], [2.8695, -1.0696, -3.9435], [2.3228, -1.9030, -5.0006], [1.6505, -1.1022, -6.0953], [3.0348, 0.1372, -1.7291], [1.6459, -2.6384, -4.5648], [3.1796, -2.4416, -5.3968], [0.7559, -0.5993, -5.7319], [1.3610, -1.7655, -6.9095], [2.3245, -0.3383, -6.4811], [3.5180, -0.7243, -1.2771], [2.4477, 0.6883, -0.9946], [3.7615, 0.7906, -2.2041]], "mulliken_charge": [-0.543, 0.710, -0.446, -0.306, 0.543, -0.603, -0.616, 0.304, -0.078, -0.582, -0.385, 0.523, -0.829, -0.525, -0.968, 0.160, 0.130, -0.590, -0.460, 0.308, -0.055, 0.283, 0.392, 0.403, 0.174, 0.224, 0.359, 0.602, 0.362, 0.429, 0.510, 0.271, 0.153, 0.373, 0.303, 0.357, -0.655, 1.253, -0.631, -0.284, -0.326, -0.965, -0.314, 0.307, 0.281, 0.286, 0.393, 0.267, 0.364, -0.219, 0.358]}